{"formula": "C42H54GeNNiO2Si3", "method": "ωB97M-V/def2-TZVPD", "symbols": ["Ge", "Ni", "Si", "Si", "Si", "O", "O", "N", "C", "C", "C", "C", "C", "C", "C", "C", "C", "C", "C", "C", "C", "C", "C", "C", "C", "C", "C", "C", "C", "C", "C", "C", "C", "C", "C", "C", "C", "C", "C", "C", "C", "C", "C", "C", "C", "C", "C", "C", "C", "C", "H", "H", "H", "H", "H", "H", "H", "H", "H", "H", "H", "H", "H", "H", "H", "H", "H", "H", "H", "H", "H", "H", "H", "H", "H", "H", "H", "H", "H", "H", "H", "H", "H", "H", "H", "H", "H", "H", "H", "H", "H", "H", "H", "H", "H", "H", "H", "H", "H", "H", "H", "H", "H", "H"], "xyz": [[1.321, 0.076, 1.732], [-0.065, -0.684, -0.051], [3.465, -0.943, 1.735], [1.475, 2.432, 1.211], [0.266, -0.282, 3.827], [-0.004, 0.687, -1.238], [-0.100, -2.427, -0.499], [-2.060, -0.380, 0.311], [-1.516, -1.820, -4.293], [-1.997, 3.618, -2.193], [-1.137, 2.521, -2.209], [-1.460, 0.427, 3.859], [3.219, -2.783, 1.947], [-3.155, -3.078, -2.460], [4.548, -0.314, 3.119], [0.442, 3.416, 2.456], [-0.049, -5.012, 0.388], [0.481, 4.318, -0.456], [-2.908, -1.414, 0.256], [0.141, -2.130, 4.123], [4.322, -0.616, 0.108], [-3.819, 1.139, -0.171], [-1.025, -2.159, -3.038], [-1.366, -6.972, -1.044], [-4.260, -1.202, 0.030], [-2.610, 4.070, -3.355], [-2.829, -2.107, -4.635], [0.231, -6.349, 0.626], [-1.454, 1.950, 0.228], [1.265, 5.382, -0.659], [-0.440, 1.974, -0.945], [-1.647, -5.630, -1.279], [-0.993, -4.633, -0.566], [-2.379, 3.429, -4.562], [1.813, 2.669, -1.772], [3.548, 4.514, -1.399], [2.686, 5.467, -1.037], [-0.428, -7.338, -0.091], [-1.288, -3.135, -0.724], [-4.716, 0.083, -0.197], [-0.923, 1.880, -3.428], [-1.838, -2.792, -2.104], [3.278, 3.058, -1.626], [-3.650, -2.742, -3.711], [-2.489, 0.875, 0.101], [-2.317, -2.785, 0.392], [0.842, 2.860, -0.579], [-1.533, 2.330, -4.592], [1.276, 0.477, 5.205], [3.209, 2.964, 1.666], [-1.469, 1.518, 3.813], [-3.115, -3.527, 0.437], [1.465, 1.542, 5.055], [3.779, 2.781, -2.560], [-1.953, 0.121, 4.787], [1.408, 3.263, -2.597], [-0.004, -1.926, -2.770], [-4.935, -2.048, 0.011], [-0.867, -1.322, -5.003], [-2.371, -5.376, -2.045], [-1.950, 2.911, 0.354], [4.570, 4.834, -1.582], [-0.679, -2.353, 4.812], [-2.211, 4.145, -1.272], [3.089, 6.473, -0.974], [0.342, 2.876, 3.399], [-0.558, 3.679, 2.115], [0.974, 4.349, 2.664], [-0.042, -2.676, 3.193], [-0.922, 1.744, 1.158], [-2.052, 0.049, 3.022], [5.126, -1.344, -0.036], [3.370, 4.007, 1.385], [3.256, 2.891, 2.758], [-3.272, 4.926, -3.311], [-4.133, 2.156, -0.360], [2.474, -3.160, 1.242], [4.155, -3.324, 1.774], [-2.859, 3.778, -5.467], [4.749, 0.755, 3.030], [-0.531, 4.547, -0.140], [-1.882, -7.732, -1.619], [-1.350, 1.812, -5.526], [2.241, -0.024, 5.298], [-1.748, -2.851, 1.323], [3.637, -0.698, -0.739], [-0.286, 1.008, -3.446], [-0.207, -8.382, 0.086], [0.972, -6.617, 1.370], [3.777, 2.459, -0.863], [-5.764, 0.263, -0.400], [0.801, 6.349, -0.494], [2.874, -3.016, 2.957], [-4.678, -2.971, -3.963], [5.504, -0.846, 3.071], [4.110, -0.498, 4.101], [1.063, -2.523, 4.557], [-3.814, -3.567, -1.750], [-3.213, -1.837, -5.611], [0.476, -4.240, 0.934], [0.742, 0.359, 6.154], [4.015, 2.360, 1.253], [1.762, 1.625, -2.078], [4.765, 0.383, 0.086]], "largest_force_ev_per_a": 1.18, "homo_energy_ev": [-7.5, -7.9], "total_energy_ha": -6291.83630, "de_lowest_kcal_mol": 22.3, "gap_ev": [7.86, 6.54], "spin_multiplicity": 4}